<P>
The following is a quantum chemistry calculation of a gas-phase ion, C3H6ClN2 (charge +1), from the Open Molecules 2025 dataset.

The spin multiplicity is 1. The SMILES is C=N/C(Cl)=[NH+]/C. The LUMO energy comes out at -4.94 eV. As for the total charge: +1.

```
12
Properties=species:S:1:pos:R:3:mulliken_charge:R:1
C 2.240 -1.343 0.030 -0.142
N 1.403 -0.617 -0.504 -0.199
C 0.636 0.429 -0.407 0.549
Cl 1.100 2.017 -0.869 -0.012
N -0.767 0.102 -0.158 -0.204
C -1.959 0.883 0.224 -0.708
H 2.638 -2.063 -0.676 0.280
H 2.460 -1.579 1.080 0.291
H -0.853 -0.874 0.029 0.238
H -1.842 1.957 0.196 0.302
H -2.133 0.518 1.237 0.311
H -2.923 0.572 -0.182 0.295
```



<Q>
The following is a quantum chemistry calculation of 2 unconnected molecules or ions with the total composition C3H6ClN2, from the Open Molecules 2025 dataset.

The spin multiplicity is 1. The LUMO energy (alpha / beta) comes out at -8.22 / -7.95 eV. As for the total charge: +1.

```
12
Properties=species:S:1:pos:R:3:mulliken_charge:R:1
C 0.056 -0.369 -1.194 -0.262
C -0.733 0.380 0.775 -0.401
C 0.299 -0.763 0.958 -0.291
N -0.790 0.545 -0.626 0.056
N 0.651 -1.122 -0.330 -0.262
Cl 2.352 1.020 -1.728 0.063
H 0.007 -0.377 -2.334 0.472
H -1.686 0.306 1.223 0.350
H -0.408 1.128 1.505 0.302
H 1.305 -0.496 1.520 0.342
H -0.100 -1.663 1.347 0.317
H -0.954 1.410 -1.115 0.314
```



Most stable structure: <P>



<P>
The following is a quantum chemistry calculation of 20 unconnected molecules or ions with the total composition H39O20, from the Open Molecules 2025 dataset.

The spin multiplicity is 1. The LUMO energy comes out at 1.78 eV. As for the total charge: -1.

```
59
Properties=species:S:1:pos:R:3:mulliken_charge:R:1
O 2.281 0.603 -1.882 -0.375
H -1.771 0.438 0.539 0.614
O -4.359 -0.150 2.686 -0.748
H -3.600 -0.118 2.058 0.532
H -5.172 0.213 2.348 0.294
O 5.134 0.064 -2.372 -0.663
H -0.691 1.027 -2.520 0.474
H 5.367 1.078 -2.261 0.296
O 1.742 1.341 1.324 -0.629
H 0.925 1.365 1.835 0.272
H -1.704 1.665 -0.687 -0.079
O -1.384 0.798 -0.889 -1.079
H 2.219 -0.852 -3.722 0.312
H 4.169 -0.125 -2.463 0.367
O -2.073 -1.569 -1.564 -0.696
H 1.856 0.523 -1.046 0.090
H 1.673 0.794 -2.554 0.273
O 5.063 -3.351 1.096 -0.624
H 1.409 -2.951 2.105 0.239
H 4.807 -2.778 1.819 0.328
O -4.383 2.608 2.026 -0.686
H 4.504 -4.088 1.068 0.289
H -0.695 -4.944 1.810 0.299
O -0.735 -1.165 4.719 -0.623
H -1.123 -0.283 4.795 0.334
H -1.163 -1.553 3.968 0.309
O -2.087 0.223 1.557 -0.663
H -1.288 -0.291 1.861 0.134
H -0.098 -5.941 0.881 0.285
O 2.019 -1.808 -3.786 -0.642
H 1.558 0.817 0.519 0.329
H 1.709 -2.130 -2.931 0.320
O 3.404 3.689 -1.147 -0.628
H 0.259 -1.384 0.441 0.257
H -1.640 -0.647 -1.460 0.070
O 3.012 -0.685 3.574 -0.594
H 3.022 0.133 4.038 0.270
H -4.103 1.789 2.481 0.397
O -0.152 0.473 -3.200 -0.801
H -3.714 2.652 1.295 0.333
H -0.220 -0.413 -2.867 0.400
O -2.041 2.742 -2.779 -0.490
H -1.473 3.096 -3.463 0.283
H -2.593 2.074 -3.160 0.160
O -4.550 0.827 -2.257 -0.665
H -3.808 0.553 -2.833 0.327
H 3.838 3.005 -0.651 0.302
O 0.437 -0.867 -0.392 -0.177
H -4.273 0.383 -1.489 0.323
H -0.357 -0.284 -0.679 0.186
O 0.113 -5.156 1.363 -0.570
H -1.266 -2.112 -1.522 0.363
H 2.661 3.921 -0.586 0.312
O -1.385 3.944 -0.668 -0.639
H -0.707 3.749 -1.336 0.302
H -2.057 4.245 -1.343 0.324
O 0.985 -2.061 2.202 -0.555
H 0.309 -2.103 2.889 0.179
H 2.191 -1.019 3.209 0.449
```



<Q>
The following is a quantum chemistry calculation of 20 unconnected molecules or ions with the total composition H39O20, from the Open Molecules 2025 dataset.

The spin multiplicity is 1. The LUMO energy comes out at 2.16 eV. As for the total charge: -1.

```
59
Properties=species:S:1:pos:R:3:mulliken_charge:R:1
O 0.651 0.854 -2.393 -0.919
H 0.423 0.753 -3.326 0.224
O 1.338 -1.474 -1.992 -1.136
H 0.896 -0.183 -2.181 0.469
H 1.964 -1.852 -2.618 0.132
O 3.443 0.424 -1.592 -0.621
H 3.507 1.041 -2.326 0.300
H 2.684 -0.161 -1.822 0.238
O -0.212 2.623 -0.587 -0.614
H 0.481 2.571 0.094 0.308
H 0.055 1.910 -1.216 0.303
O -2.585 -1.215 0.605 -0.508
H -2.390 -0.312 0.288 0.252
H -3.464 -1.012 0.951 0.208
O -0.106 -0.200 5.190 -0.659
H -0.149 0.699 5.514 0.298
H -0.280 -0.222 4.248 0.372
O -5.119 0.992 1.240 -0.642
H -5.183 0.051 1.402 0.284
H -4.257 1.249 0.868 0.366
O 1.932 -1.597 0.632 -0.413
H 2.739 -2.120 0.576 0.252
H 1.751 -1.423 -0.325 0.303
O -0.216 -0.496 1.842 -0.545
H 0.258 -1.335 1.857 0.202
H -1.134 -0.633 1.556 0.381
O 4.681 0.930 0.833 -0.605
H 5.285 1.593 0.472 0.283
H 4.348 0.592 -0.028 0.365
O -3.398 -4.125 0.543 -0.653
H -2.438 -4.227 0.453 0.321
H -3.405 -3.183 0.307 0.301
O -0.955 -2.898 -2.174 -0.662
H -1.517 -2.176 -1.867 0.299
H -0.215 -2.410 -2.600 0.325
O -2.394 1.593 0.830 -0.466
H -2.124 1.574 1.751 0.260
H -1.706 2.011 0.271 0.267
O -0.984 5.260 -1.067 -0.669
H -0.859 4.293 -1.084 0.439
H -0.256 5.564 -0.516 0.281
O 3.037 3.874 0.816 -0.648
H 2.881 2.916 0.728 0.404
H 3.735 3.986 1.464 0.288
O 4.309 -2.856 3.183 -0.633
H 3.775 -2.204 3.660 0.324
H 3.613 -3.095 2.550 0.304
O 1.589 -4.219 -1.152 -0.608
H 0.812 -3.664 -0.985 0.346
H 2.243 -3.557 -1.384 0.298
O 1.829 1.398 1.125 -0.548
H 1.194 0.942 1.700 0.146
H 2.041 0.704 0.489 0.343
O -4.884 0.141 -3.524 -0.635
H -4.208 -0.175 -2.918 0.329
H -4.517 0.875 -4.019 0.297
O -2.336 0.829 -2.152 -0.453
H -1.410 0.886 -2.416 0.284
H -2.757 1.628 -1.836 0.243
```



Most stable structure: <Q>



<P>
The following is a quantum chemistry calculation of a single C3H9N molecule, from the Open Molecules 2025 dataset.

The spin multiplicity is 1. The SMILES is CC(C)N. The LUMO energy comes out at 1.23 eV.

```
13
Properties=species:S:1:pos:R:3:mulliken_charge:R:1
C 0.610 -0.483 -1.131 -1.259
C 0.374 0.084 0.209 0.418
C -0.757 1.211 0.102 -1.529
N -0.198 -1.059 1.199 -0.515
H 0.316 -1.540 -1.218 0.328
H 0.127 0.056 -1.884 0.365
H 1.708 -0.621 -1.354 0.251
H 1.199 0.535 0.764 0.384
H -0.419 2.139 -0.264 0.440
H -1.683 0.792 -0.227 0.334
H -0.886 1.663 0.993 0.472
H 0.357 -1.050 1.967 0.158
H -0.748 -1.726 0.845 0.153
```



<Q>
The following is a quantum chemistry calculation of a single C3H9N molecule, from the Open Molecules 2025 dataset.

The spin multiplicity is 1. The SMILES is CN(C)C. The LUMO energy comes out at 1.20 eV.

```
13
Properties=species:S:1:pos:R:3:mulliken_charge:R:1
C 0.311 1.007 -0.900 -0.879
N -0.325 -0.164 -0.315 -0.138
C 0.663 -1.201 -0.067 -0.899
C -1.058 0.154 0.895 -0.878
H 0.772 0.719 -1.866 0.291
H 1.090 1.431 -0.238 0.325
H -0.437 1.782 -1.091 0.306
H 1.156 -1.504 -0.988 0.306
H 0.177 -2.098 0.330 0.306
H 1.450 -0.845 0.633 0.326
H -1.845 0.891 0.653 0.300
H -1.532 -0.759 1.279 0.308
H -0.422 0.587 1.674 0.325
```



Most stable structure: <Q>



<P>
The following is a quantum chemistry calculation of a single C3H9N molecule, from the Open Molecules 2025 dataset.

The spin multiplicity is 1. The SMILES is CCNC. The LUMO energy comes out at 1.21 eV.

```
13
Properties=species:S:1:pos:R:3:mulliken_charge:R:1
C 1.539 0.559 -0.110 -1.003
C 0.077 0.753 -0.530 -0.396
N -0.747 -0.422 -0.424 -0.361
C -1.035 -0.839 0.913 -0.786
H 2.177 1.440 -0.365 0.330
H 1.670 0.334 0.961 0.281
H 1.984 -0.290 -0.643 0.281
H -0.388 1.567 0.036 0.316
H 0.050 1.070 -1.598 0.259
H -0.293 -1.197 -0.918 0.244
H -0.158 -1.040 1.575 0.265
H -1.616 -0.022 1.378 0.266
H -1.682 -1.746 0.911 0.306
```



<Q>
The following is a quantum chemistry calculation of 2 unconnected molecules or ions with the total composition C3H9N, from the Open Molecules 2025 dataset.

The spin multiplicity is 1. The SMILES is C=N.CC. The LUMO energy comes out at 1.05 eV.

```
13
Properties=species:S:1:pos:R:3:mulliken_charge:R:1
C 2.463 2.317 -1.487 -0.227
N 2.847 1.145 -1.743 -0.487
H 1.955 2.898 -2.258 0.254
H 2.593 2.774 -0.507 0.210
H 3.340 0.771 -0.932 0.252
C -1.173 -0.904 0.389 -0.797
C -2.123 -1.583 1.348 -0.812
H -0.934 -1.524 -0.480 0.276
H -0.203 -0.658 0.826 0.260
H -1.613 0.001 -0.022 0.266
H -2.154 -1.063 2.305 0.265
H -3.140 -1.561 0.962 0.265
H -1.856 -2.614 1.598 0.275
```



Most stable structure: <P>